# 1
A 4-piece molecular cluster, C32H59BClO7 overall in a non-equilibrium geometry. Source: the OMol25 dataset; level of theory: ωB97M-V/def2-TZVPD.

XYZ file:
```
100
C32H59BClO7, DFT ωB97M-V/def2-TZVPD
Cl 1.16403 1.21979 -4.40582
O 0.56760 -0.68082 3.18668
O 1.29086 7.08043 -0.75261
O 4.56192 -9.87731 2.07778
O 0.20712 -1.02931 5.37989
O 1.50609 1.66113 -0.00372
O 4.43902 -7.85384 1.13074
O -0.20344 8.09128 0.60378
C -3.16596 -0.70755 -2.59710
C -6.63361 -1.66855 0.71947
C -3.61739 -1.87279 -1.69437
C -0.33896 -0.46435 -1.84386
C 3.66659 -6.64827 1.31485
C 2.07798 8.96086 -1.94407
C 0.72418 -4.25949 0.42683
C 1.33285 9.43877 -0.70368
C 2.38322 7.51596 -1.58148
C 0.88611 3.90211 0.56786
C -0.71108 -0.54305 6.36753
C 4.02202 -8.81292 1.98479
C -0.31845 4.80598 0.85430
C 1.47275 -2.20453 -0.91624
C -0.00948 -0.39863 4.18637
C 0.53836 2.42196 0.65650
C -0.71864 -1.34934 -3.03862
C -1.15288 0.82850 5.87105
C 2.30446 1.20107 -3.00261
C -4.38555 -0.39956 0.89097
C 2.36803 -7.10489 1.96441
C 2.40382 -0.15709 -2.32045
C -2.12484 -1.11858 -3.63810
C -5.01632 -1.68886 -1.16045
C -5.32694 -1.27467 0.09201
C -2.13444 -0.13153 -4.81857
C 2.83452 -8.30734 2.78292
C -1.09590 0.64788 4.35593
C 0.74427 -2.72876 0.32195
C 1.28420 0.22297 0.14901
C 0.68408 8.16452 -0.19226
C 3.66463 1.64707 -3.57017
B 1.20909 -0.59459 -1.27532
H 0.32940 0.09456 0.66811
H 1.63636 4.10829 1.33224
H -2.96741 -0.34184 -5.49205
H 0.30390 -4.73341 -0.45907
H 2.45539 -0.91786 -3.11323
H 0.12886 -4.52957 1.30750
H -1.20954 -0.21358 -5.38643
H 0.47318 2.14449 1.72211
H 0.57649 10.18593 -0.92577
H 1.41408 8.99387 -2.80916
H -2.46624 -2.08003 -4.04096
H -7.33973 -2.01799 -0.03387
H -2.23078 0.88691 -4.43951
H 2.55071 -2.27068 -0.69270
H -0.36243 5.10863 1.90130
H 1.66597 -7.43089 1.19618
H 2.00989 9.81302 0.06568
H 1.88437 -6.32565 2.54778
H -4.05761 -0.37529 -3.14383
H 3.68657 2.70803 -3.82093
H -7.09834 -0.84904 1.27864
H -2.02687 0.24638 3.95298
H -0.42762 1.58358 6.17836
H -0.97921 -0.80548 -1.01670
H 3.51439 -6.17343 0.34981
H -1.54614 -1.24490 6.43902
H -6.48310 -2.48196 1.43203
H 2.04909 -0.17789 0.82633
H -0.71822 -2.37872 -2.66181
H -2.83800 0.14040 -1.99931
H -0.45242 2.23318 0.21609
H 3.84974 1.07045 -4.47856
H -3.35496 -0.62303 0.61775
H -4.57298 0.64094 0.63113
H -0.26602 -2.32383 0.42750
H 1.73379 -4.61375 0.63988
H -1.26898 4.34707 0.57616
H 2.96880 9.53911 -2.18227
H 4.46260 1.40259 -2.87092
H -0.64157 0.57912 -2.01550
H -2.12913 1.12676 6.24966
H -0.26034 5.73182 0.29336
H 1.97531 1.98266 -2.32395
H 1.31021 -2.85571 -1.78334
H 4.23549 -5.97019 1.95412
H -2.92141 -1.99861 -0.86517
H 3.30756 7.41965 -1.00784
H -4.52358 -0.56308 1.96060
H 1.29190 -2.38680 1.20188
H -0.82984 1.55945 3.82858
H 3.18419 -8.01868 3.77548
H 0.04207 -1.33420 -3.82055
H 2.07672 -9.08090 2.86868
H -5.81995 -1.91650 -1.85922
H 2.43828 6.86597 -2.45104
H 1.28375 4.10149 -0.42640
H -0.20341 -0.50241 7.32917
H 3.37315 -0.20645 -1.81357
H -3.60026 -2.80558 -2.26053
```

## Properties
HOMO level: -0.171 Ha
charge: -1
DFT total energy: -61673.67731 eV
lowest unoccupied orbital energy: 2.200 eV

# 2
A 2-piece molecular cluster, C6H18NO overall in a non-equilibrium geometry. Source: the OMol25 dataset; level of theory: ωB97M-V/def2-TZVPD.

XYZ file:
```
26
C6H18NO, DFT ωB97M-V/def2-TZVPD
O 0.21599 0.37584 3.75602
N 0.03674 1.99409 1.72083
C -0.70988 -1.46738 -0.85200
C -0.17810 1.85234 0.14329
C 0.58298 0.68171 -0.42999
C 0.12714 -1.84359 -2.08955
C 0.14817 -0.65200 0.16935
C -0.33940 -1.38184 -3.45984
H -0.70198 2.66011 1.94878
H -1.22679 1.56736 0.24164
H 0.93625 2.31511 2.04994
H 0.46421 0.71451 -1.52093
H 0.51406 -1.38000 -4.13653
H -0.43660 -0.44946 1.07082
H -1.00444 -2.40437 -0.38638
H 1.66098 0.85215 -0.39480
H 0.07264 2.83039 -0.25042
H 1.12286 -1.42818 -1.85938
H 0.92134 -1.39837 0.35661
H 0.42860 -2.88803 -2.07545
H -0.84119 -0.41570 -3.38793
H 1.15955 0.20931 3.75157
H -0.01515 0.39435 4.68836
H -0.32294 1.12306 2.11236
H -1.07488 -2.07025 -3.88416
H -1.56171 -0.82761 -1.10773
```

## Properties
HOMO level: -0.506 Ha
charge: +1
ΔE to the lowest compared entry with this formula, charge and spin: 111.66 kJ/mol
DFT total energy: -10044.67400 eV
lowest unoccupied orbital energy: -3.309 eV

# 3
A 3-piece molecular cluster, C18H50N7O6P3 overall in a non-equilibrium geometry. Source: the OMol25 dataset; level of theory: ωB97M-V/def2-TZVPD.

XYZ file:
```
84
C18H50N7O6P3, DFT ωB97M-V/def2-TZVPD
P -3.29092 -3.01772 -5.91548
P -1.04139 2.36893 5.30455
P 0.75515 0.05094 -0.59311
O -0.12382 -0.80361 -1.45608
O 1.71540 4.71188 5.31851
O -0.05865 1.04870 5.48605
O -3.72548 -3.42859 -7.28834
O 2.03167 4.25190 6.65544
O 2.04464 2.76389 4.26570
N -2.74245 -4.48845 -5.20794
N -2.35044 -1.97860 -4.85025
N 2.19912 -0.86776 -0.60994
N -4.77452 -2.44217 -5.27649
N 1.14404 0.77033 0.96463
N -0.13294 3.54676 4.45002
N 0.86037 1.52891 -1.47032
C 4.88333 2.33247 7.49559
C -3.68260 -5.56802 -4.96226
C 4.60951 1.72853 6.11872
C -5.76686 -2.00729 -6.25001
C 1.51546 2.16677 1.12132
C 3.44280 4.39107 6.86425
C 0.21494 0.38017 2.03828
C 1.26883 3.58561 4.64327
C -1.55604 -4.98290 -5.88992
C -1.58915 -0.95016 -5.57372
C 2.05119 -2.28967 -0.89375
C -5.40694 -2.97198 -4.09169
C -1.06258 3.06040 6.99161
C -1.55849 -2.48520 -3.73735
C 3.85851 3.39349 7.94139
C 3.47190 -0.37488 -1.08268
C 1.51411 1.55696 -2.76739
C -0.43572 2.18940 -1.53262
H 2.29188 2.46085 0.42284
H 1.16426 -2.69437 -0.41412
H -4.16069 -5.94217 -5.87735
H -0.64227 -3.00210 -4.05281
H -6.33883 -2.84464 -6.67172
H 1.50454 2.57987 -3.14989
H -3.15579 -6.39813 -4.48615
H -1.14161 1.65775 -2.18314
H -2.12997 -3.15874 -3.10704
H 4.83251 2.42753 5.31765
H -0.88234 2.24946 -0.53397
H -0.36967 3.55048 3.46649
H 3.98026 4.28534 5.92854
H -6.46537 -1.31684 -5.77126
H 3.54981 -0.42068 -2.17729
H -0.81129 -4.18541 -5.98672
H 1.97335 -2.49818 -1.96949
H 5.87890 2.77354 7.55168
H 1.91480 2.28285 2.13183
H -0.76323 0.87004 1.93933
H 5.28626 0.88719 5.97866
H -1.26710 2.22511 7.66079
H -1.78162 -5.35520 -6.89696
H -6.10947 -2.23963 -3.68397
H -1.26505 -1.64142 -3.11112
H -5.29905 -1.47890 -7.07601
H -4.68190 -3.17388 -3.30116
H 2.97288 2.86450 8.29358
H -1.23492 -0.18308 -4.88390
H 1.03087 0.90669 -3.50980
H -0.10164 3.48442 7.27716
H 2.91402 -2.82965 -0.49787
H 0.63091 0.62905 3.01385
H 3.65623 0.65071 -0.75788
H 3.62630 5.40325 7.23109
H -4.45763 -5.26619 -4.26213
H 4.85618 1.51256 8.21310
H 4.28310 -0.97854 -0.66709
H 2.56138 1.27755 -2.68974
H -2.23063 -0.45821 -6.31154
H -0.54861 0.43808 6.05056
H 3.57590 1.39714 6.06846
H -1.09613 -5.78494 -5.30939
H 0.67005 2.86275 1.00663
H -1.83627 3.81569 7.08472
H 4.29489 3.93713 8.77615
H -0.31939 3.21183 -1.89654
H -0.72336 -1.36704 -6.10328
H 0.05233 -0.70160 2.01769
H -5.96975 -3.89199 -4.30151
```

## Properties
HOMO level: -0.290 Ha
charge: 0
SMILES: CN(C)P(=O)(N(C)C)N(C)C.CN(C)P(=O)(N(C)C)N(C)C.CCCCOOC(=O)NP(C)O
DFT total energy: -70055.63400 eV
lowest unoccupied orbital energy: 0.292 eV

Which formula does entry 3 have?
C18H50N7O6P3

Which of these has the highest lowest unoccupied orbital energy?
C32H59BClO7

Among the records above, which one has the highest HOMO level?
C32H59BClO7